Entry 1:
11
Properties=species:S:1:pos:R:3:forces:R:3 method="wB97M-V/def2-TZVPD" e_homo_ev=-9.4 gap_ev=10.066 relative_energy_kcal_mol=23.8 e_tot_ha=-339.54374
O 1.3355 -1.3105 -1.1247 0.000 -1.551 -0.660
C 0.5289 -0.6273 -0.3503 0.601 3.602 1.117
C -0.8165 -0.6607 -0.6935 -1.144 0.924 1.055
C -1.6255 0.2956 -0.1312 6.558 0.940 3.898
N -1.0289 1.1190 0.8912 -2.936 0.594 -2.097
C 0.2606 1.1669 1.0910 -1.124 -1.033 2.321
N 1.0603 0.2930 0.5123 1.280 -1.910 -1.682
H 2.2400 -1.2884 -0.8402 0.807 0.347 0.537
H -1.2305 -1.4200 -1.2806 -0.231 -0.930 -1.177
H -2.6049 0.4663 -0.2550 -3.397 0.286 -0.632
H 0.6062 1.7952 2.0528 -0.414 -1.270 -2.679

=====

Entry 2:
74
Properties=species:S:1:pos:R:3:forces:R:3 method="wB97M-V/def2-TZVPD" e_homo_ev=-8.0 gap_ev=7.702 relative_energy_kcal_mol=52.2 e_tot_ha=-1833.99539
C -1.6065 5.7327 7.8647 -0.079 0.004 0.167
O -0.9883 5.6792 6.6027 0.129 -0.003 -0.272
C -0.6244 4.4620 6.1113 0.078 -0.216 -0.075
C -0.7970 3.2490 6.7631 -0.077 0.369 0.039
C -0.3882 2.0700 6.1596 0.149 -0.314 -0.197
C 0.2099 2.0600 4.9076 -0.089 0.160 0.149
O 0.6212 0.9114 4.2866 0.024 0.283 -0.061
C 0.3025 -0.3401 4.8598 0.012 -0.288 0.089
C 0.3921 3.2881 4.2401 -0.255 -0.020 0.321
C 0.9742 3.4482 2.8728 0.220 -0.129 -0.104
O 0.7551 4.4342 2.1903 -0.120 0.241 -0.045
N 1.7924 2.4545 2.4613 0.225 -0.222 -0.071
C 2.3072 2.3918 1.1159 0.171 0.185 -0.075
C 3.8507 2.4455 1.1284 -0.121 0.023 -0.116
C 4.3753 2.6708 -0.2789 0.026 -0.039 0.474
N 4.2146 3.9413 -0.7159 -0.062 0.499 -0.273
O 4.8672 1.8037 -0.9632 0.152 -0.321 -0.200
C 1.8425 1.1535 0.3877 -0.184 -0.041 -0.089
C 1.6074 1.1875 -0.9904 0.048 -0.138 0.220
C 1.1863 0.0741 -1.6713 0.007 -0.102 0.003
C 0.9523 -1.1555 -1.0212 0.161 0.130 0.454
N 0.3897 -2.2011 -1.6796 -0.018 -0.154 -0.145
C 0.5928 -2.4358 -3.0896 -0.058 0.179 -0.325
C -0.6978 -2.2545 -3.8865 0.206 -0.385 0.064
C -1.7602 -3.2075 -3.3405 -0.264 0.441 0.098
C -3.0993 -3.0455 -4.0767 0.281 -0.217 0.034
C -2.9769 -3.4145 -5.5275 -0.156 0.082 0.030
C -2.8820 -2.4385 -6.5106 -0.026 -0.025 0.024
C -2.7398 -2.7879 -7.8422 0.029 0.040 -0.105
C -2.6883 -4.1214 -8.2084 0.014 -0.006 -0.110
C -2.7829 -5.1030 -7.2363 0.026 -0.095 -0.029
C -2.9259 -4.7505 -5.9067 0.001 0.032 -0.001
C -1.9261 -2.9422 -1.8456 0.260 -0.242 -0.046
C -0.5975 -3.0711 -1.0892 -0.436 -0.011 0.095
C 1.2851 -1.2019 0.3534 0.021 1.210 -0.749
N 1.3709 -2.4163 1.0870 0.141 -0.932 0.410
O 1.3276 -2.3482 2.3087 -0.047 -0.133 0.091
O 1.5378 -3.4623 0.4831 0.081 0.065 0.138
C 1.6972 -0.0525 1.0324 -0.051 0.020 -0.087
C -0.0353 4.4567 4.8503 -0.024 -0.048 0.113
H -2.5468 5.1714 7.8770 0.038 0.005 0.004
H -0.9473 5.3548 8.6534 -0.028 -0.002 -0.029
H -1.8152 6.7858 8.0460 -0.007 -0.089 0.038
H -1.2508 3.1946 7.7399 -0.044 0.033 0.085
H -0.5435 1.1465 6.6941 -0.002 -0.094 0.008
H 0.8200 -0.4860 5.8126 -0.042 0.036 -0.007
H -0.7756 -0.4466 5.0065 0.019 0.047 0.007
H 0.6452 -1.0885 4.1453 -0.066 0.082 0.109
H 1.9059 1.6483 3.0533 -0.152 0.067 0.045
H 1.9156 3.2818 0.6079 0.084 -0.220 0.084
H 4.2466 1.5016 1.5039 0.045 0.048 -0.031
H 4.1723 3.2587 1.7804 -0.004 0.015 0.028
H 3.8029 4.6551 -0.1414 0.018 -0.016 0.006
H 4.5234 4.1833 -1.6425 -0.010 -0.050 0.031
H 1.7383 2.1158 -1.5261 0.014 0.122 -0.088
H 0.9788 0.1566 -2.7260 -0.093 -0.021 -0.099
H 1.3854 -1.7865 -3.4597 0.009 -0.087 0.035
H 0.9329 -3.4739 -3.2006 0.065 0.041 -0.075
H -0.5105 -2.4583 -4.9415 0.014 0.042 -0.050
H -1.0478 -1.2241 -3.7918 -0.038 0.100 -0.019
H -1.4094 -4.2359 -3.4816 0.023 -0.042 -0.009
H -3.4373 -2.0115 -3.9821 -0.044 0.026 0.053
H -3.8407 -3.6898 -3.5983 -0.061 0.051 0.034
H -2.9243 -1.3950 -6.2317 -0.012 0.106 0.049
H -2.6697 -2.0168 -8.5956 0.005 0.058 -0.062
H -2.5781 -4.3953 -9.2472 0.006 -0.022 -0.082
H -2.7474 -6.1458 -7.5159 -0.002 -0.083 -0.023
H -3.0051 -5.5206 -5.1523 -0.015 -0.089 0.094
H -2.3143 -1.9304 -1.7029 -0.058 0.048 0.021
H -2.6422 -3.6425 -1.4128 -0.086 -0.016 0.028
H -0.7745 -2.7887 -0.0515 0.088 -0.074 -0.065
H -0.2409 -4.1073 -1.1076 -0.046 0.028 0.070
H 1.9282 -0.1626 2.0806 -0.017 -0.012 0.053
H 0.0904 5.3883 4.3216 0.008 0.081 -0.082

=====

Entry 3:
11
Properties=species:S:1:pos:R:3:forces:R:3 method="wB97M-V/def2-TZVPD" e_homo_ev=-9.6 gap_ev=10.351 relative_energy_kcal_mol=79.1 e_tot_ha=-264.46125
C -0.9546 0.0157 1.0692 -2.037 -0.194 3.234
C 0.2764 0.7085 0.5324 1.314 3.093 -0.335
H -0.5157 -0.7094 2.2213 -1.527 1.964 -4.010
H -1.6040 0.9350 1.6214 1.778 -2.709 -1.646
H -1.6679 -0.5715 0.2626 2.279 1.288 2.479
H 1.8318 0.4713 -0.9731 -1.389 0.156 1.016
H 0.0535 -0.3887 -2.3138 0.102 -0.352 1.144
H 0.7981 -1.6492 -1.4853 -1.216 1.490 0.271
N 0.9213 0.1471 -0.5784 -0.023 0.069 0.294
N 0.1929 -0.7780 -1.3527 1.447 -1.401 -1.455
O 0.6681 1.8191 0.9963 -0.728 -3.404 -0.991

=====

Entry 4:
90
Properties=species:S:1:pos:R:3:forces:R:3 method="wB97M-V/def2-TZVPD" e_homo_ev="-20.1 / -20.1" multiplicity=3 total_charge=+4 gap_ev="3.733 / 4.028" relative_energy_kcal_mol=34.5 e_tot_ha=-2049.50323
W 0.0413 0.4277 -0.2664 0.748 -3.465 -0.629
C -0.4487 -0.9703 1.3338 0.572 -1.888 2.611
O -0.0579 -2.1427 1.4102 -1.228 2.943 -0.893
C 1.4282 0.7512 1.0658 5.495 1.035 6.510
O 2.2101 0.9300 1.9562 -4.541 -1.034 -5.377
P 1.7494 -1.3421 -1.2482 1.240 -2.659 -0.086
C 2.6559 -0.7235 -2.7837 -0.170 1.163 -0.652
H 3.4689 -1.4536 -2.9258 -0.375 -0.118 0.666
C 3.1943 -1.8465 -0.1147 -0.010 0.721 0.708
H 3.3023 -0.9313 0.4922 0.299 -0.268 -0.060
C 1.0744 -2.9651 -1.9558 -0.948 0.256 -0.265
H 0.4158 -2.5817 -2.7513 0.160 -0.158 0.063
C -3.5040 1.7495 0.3998 -0.246 -0.765 -0.421
P -1.6602 1.9260 0.4824 -2.776 2.517 1.292
H -1.4031 3.9724 -0.8624 0.345 -0.300 0.134
H -3.6282 1.1199 -0.5011 -0.094 0.252 0.271
C -1.4344 3.2803 1.7363 0.360 0.037 0.682
H -2.1633 4.0072 1.3438 0.128 -0.206 -0.004
C 2.8838 -3.0014 0.8313 -0.212 -0.241 0.355
H 3.6786 -3.0562 1.5915 -0.187 0.083 -0.304
H 2.8754 -3.9713 0.3148 -0.005 0.347 0.155
H 1.9358 -2.8588 1.3541 0.271 -0.229 -0.058
C 4.5255 -2.1230 -0.8221 0.070 0.107 -0.522
H 4.4451 -2.9739 -1.5090 0.096 0.223 0.185
H 5.2757 -2.3907 -0.0663 -0.274 0.108 -0.082
H 4.9099 -1.2566 -1.3676 0.038 -0.195 0.109
C 2.1443 -3.8582 -2.5914 0.425 0.007 0.012
H 2.7650 -3.3471 -3.3302 -0.048 -0.145 0.103
H 1.6410 -4.6810 -3.1177 -0.042 0.264 0.148
H 2.7937 -4.3191 -1.8402 -0.161 0.092 -0.153
C 0.2068 -3.7707 -1.0023 -0.261 -0.202 0.306
H -0.1882 -4.6506 -1.5285 0.145 0.263 0.041
H -0.6456 -3.1885 -0.6373 0.099 -0.184 -0.103
H 0.7753 -4.1280 -0.1396 -0.249 0.024 -0.185
C 1.7764 -0.7972 -4.0364 -0.188 -0.311 -0.232
H 1.8325 -1.7726 -4.5296 0.206 0.156 0.133
H 2.0882 -0.0461 -4.7687 -0.067 -0.015 0.113
H 0.7115 -0.6541 -3.8248 0.441 -0.150 -0.334
C 3.3210 0.6282 -2.5130 0.190 0.114 -0.060
H 2.6270 1.4785 -2.5591 0.060 -0.119 -0.125
H 4.1069 0.8039 -3.2645 -0.299 0.036 0.161
H 3.8196 0.6574 -1.5363 -0.035 -0.023 -0.138
C -4.2460 3.0800 0.1936 0.149 0.189 0.009
H -3.7871 3.7288 -0.5547 -0.151 0.010 0.049
H -4.3409 3.6450 1.1287 0.048 -0.170 -0.175
H -5.2631 2.8427 -0.1453 0.220 0.035 0.061
C -4.0808 0.9884 1.5958 -0.381 -0.332 0.315
H -4.5271 1.6654 2.3379 0.180 -0.175 -0.299
C 0.2749 2.5661 -1.2170 0.294 0.090 -0.682
H -3.3282 0.3732 2.0922 -0.319 0.178 0.032
H -4.8823 0.3229 1.2468 0.143 0.230 0.122
C -2.0376 2.4016 -2.2490 -0.071 0.391 -0.261
H 0.2994 1.4670 -1.6119 0.631 3.057 -1.756
H 0.7744 3.0558 -2.0613 0.002 0.011 0.175
H 0.9274 2.6578 -0.3283 -0.209 0.573 -0.219
C -1.2164 2.9020 -1.0493 0.074 -0.795 -0.289
H -1.5565 2.6456 -3.2042 -0.065 0.071 0.186
H -3.0399 2.8533 -2.2669 0.377 -0.247 0.022
H -2.1785 1.3126 -2.2295 -0.015 -0.114 -0.046
C -0.0510 3.9195 1.7316 0.129 0.108 -0.118
H 0.7357 3.2233 2.0476 -0.112 0.118 0.101
H -0.0654 4.7472 2.4516 0.128 -0.139 -0.198
H 0.2257 4.3363 0.7606 -0.006 0.140 0.163
C -1.8376 2.9310 3.1692 -0.177 -0.108 0.198
H -1.1315 2.2378 3.6476 -0.061 0.176 -0.074
H -2.8485 2.5243 3.2646 0.257 0.103 -0.043
H -1.8011 3.8604 3.7536 -0.022 -0.233 -0.089
H -0.1803 0.8692 -3.2188 0.411 0.175 -0.178
H 0.5492 1.0585 -3.1326 -0.695 -0.276 -0.549
C 0.1825 -0.5840 4.7374 0.389 0.314 0.101
N -1.1590 -1.1627 4.6404 -0.196 0.399 -1.521
C -1.6901 -1.7368 5.8601 -0.275 -0.258 1.095
C -1.7382 -1.2375 3.4347 0.221 -0.908 1.265
N -1.1887 -0.4058 2.4427 0.571 -0.838 -1.187
N -2.7664 -2.0187 3.1099 0.695 1.017 -0.492
C -3.6626 -2.6457 4.0744 -0.805 -0.609 0.757
C -3.0517 -2.2812 1.7006 -0.320 -0.284 -0.369
H 0.5659 -0.8226 5.7321 0.053 0.152 -0.328
H 0.1639 0.5105 4.6408 0.077 -0.126 0.155
H 0.8652 -1.0148 3.9931 -0.186 0.027 0.174
H -2.6680 -1.3123 6.1021 0.317 -0.174 0.053
H -1.7316 -2.8242 5.8014 0.083 0.212 0.179
H -1.0014 -1.4646 6.6599 -0.272 -0.113 -0.019
H -0.7245 0.4114 2.8253 -0.267 0.097 -0.024
H -4.0862 -1.9018 4.7724 0.204 -0.467 -0.466
H -4.4938 -3.0881 3.5092 0.326 0.178 0.336
H -3.1558 -3.4474 4.6246 -0.420 0.200 -0.267
H -3.2198 -1.3643 1.1303 -0.035 -0.072 0.078
H -2.2470 -2.8455 1.2303 -0.111 -0.118 0.143
H -3.9602 -2.8869 1.6680 0.221 0.233 -0.193

=====

Entry 5:
15
Properties=species:S:1:pos:R:3:forces:R:3 method="wB97M-V/def2-TZVPD" e_homo_ev="-8.1 / -7.1" gap_ev="8.475 / 7.443" relative_energy_kcal_mol=132.6 e_tot_ha=-631.37983
C 1.6629 -0.7024 -0.7634 -2.395 2.472 2.681
C 2.0808 -0.4376 0.6430 -1.048 -0.872 3.256
C -1.1150 1.1707 0.5694 -1.719 -1.500 1.843
C -1.9207 0.7226 -0.6276 0.064 -0.429 -1.027
C 0.1670 -0.9431 -0.5909 2.030 -0.090 -0.648
C -0.8876 -0.1686 -0.0816 -0.541 0.711 0.776
S -0.8894 -1.9515 0.2985 -0.492 -0.502 0.651
H 1.6534 0.2591 -1.2494 0.790 -0.081 -1.023
H 2.2332 -1.4876 -1.0639 1.223 -2.024 -1.937
H 2.0712 -1.2693 1.4366 0.447 0.464 -1.828
H 1.6671 0.3616 1.2904 0.280 0.348 -1.264
H -0.3133 1.8607 0.5559 0.473 0.729 -0.101
H -1.8215 1.1579 1.4863 1.778 0.247 -1.335
H -2.8840 0.3808 -0.2223 -0.021 0.554 -1.289
H -1.7039 1.0469 -1.6810 -0.870 -0.027 1.245

=====

Entry 6:
15
Properties=species:S:1:pos:R:3:forces:R:3 method="wB97M-V/def2-TZVPD" e_homo_ev=-9.1 gap_ev=10.209 relative_energy_kcal_mol=49.7 e_tot_ha=-287.75319
C 1.3465 0.7566 -1.1921 0.146 0.152 -0.038
N 0.4698 -0.3835 -0.9565 -0.161 0.046 -0.072
C -0.1980 -0.3485 0.3154 -0.198 0.050 -0.070
C -1.2125 0.7525 0.5826 -0.024 0.096 0.017
C -0.2905 -1.6200 1.0368 -0.167 -0.206 0.004
O 0.6758 -0.6349 1.3906 0.192 0.047 0.108
H 0.8402 1.7368 -1.2246 0.059 -0.186 0.022
H 2.1002 0.7887 -0.3990 -0.117 -0.013 -0.131
H 1.8649 0.6147 -2.1446 -0.062 0.019 0.142
H -0.2113 -0.4761 -1.7036 0.069 -0.017 0.099
H -0.9701 1.6611 0.0197 -0.014 -0.161 0.135
H -2.2237 0.4380 0.2951 0.219 0.035 0.006
H -1.2156 1.0031 1.6484 -0.044 -0.081 -0.183
H 0.1080 -2.5152 0.5613 -0.025 0.162 0.086
H -1.0836 -1.7732 1.7705 0.127 0.058 -0.125

=====

Copy entry 3 word for word.
11
Properties=species:S:1:pos:R:3:forces:R:3 method="wB97M-V/def2-TZVPD" e_homo_ev=-9.6 gap_ev=10.351 relative_energy_kcal_mol=79.1 e_tot_ha=-264.46125
C -0.9546 0.0157 1.0692 -2.037 -0.194 3.234
C 0.2764 0.7085 0.5324 1.314 3.093 -0.335
H -0.5157 -0.7094 2.2213 -1.527 1.964 -4.010
H -1.6040 0.9350 1.6214 1.778 -2.709 -1.646
H -1.6679 -0.5715 0.2626 2.279 1.288 2.479
H 1.8318 0.4713 -0.9731 -1.389 0.156 1.016
H 0.0535 -0.3887 -2.3138 0.102 -0.352 1.144
H 0.7981 -1.6492 -1.4853 -1.216 1.490 0.271
N 0.9213 0.1471 -0.5784 -0.023 0.069 0.294
N 0.1929 -0.7780 -1.3527 1.447 -1.401 -1.455
O 0.6681 1.8191 0.9963 -0.728 -3.404 -0.991